Molecular formula: C8H10N2O
Method: DFT, wB97M-V/def2-TZVPD

HOMO = -17.094 eV
Net charge = +2
Gap between HOMO and LUMO = 8.0 eV

Geometry (Å):
C: -1.625 1.440 -0.475
C: -2.581 0.544 -0.145
C: -0.251 1.214 -0.120
C: 0.403 2.408 0.111
C: 2.894 -0.828 0.026
C: -2.034 -0.600 0.635
C: -0.600 -0.959 0.148
C: 2.583 -2.133 -0.346
N: 0.688 3.514 0.312
N: 0.350 0.110 0.154
O: 3.139 0.250 0.214
H: -1.977 2.356 -1.158
H: -3.508 0.799 -0.506
H: -2.135 -0.585 1.770
H: -2.642 -1.484 0.512
H: -0.272 -1.732 0.802
H: -0.759 -1.387 -0.899
H: 3.399 -2.829 -0.327
H: 2.386 -2.081 -1.354
H: 1.607 -2.464 0.152
H: 0.934 4.445 0.495

=====

Molecular formula: C8H10N2O2
Method: DFT, wB97M-V/def2-TZVPD

HOMO = -8.250 eV
SMILES string = Cn1cccc1/C=C\C(=O)NO
Gap between HOMO and LUMO = 8.2 eV

Geometry (Å):
C: -0.401 -1.623 0.796
N: -1.001 -0.460 0.460
C: -2.005 0.165 1.114
C: -2.550 1.138 0.274
C: -2.079 0.940 -1.068
C: -1.033 -0.025 -0.961
C: 0.122 -0.263 -1.836
C: 1.432 -0.369 -1.498
C: 2.261 -0.009 -0.210
O: 3.397 -0.459 0.055
N: 1.636 0.822 0.652
O: 2.311 1.268 1.747
H: -1.110 -2.456 1.192
H: 0.131 -2.045 -0.021
H: 0.333 -1.538 1.774
H: -2.397 0.066 2.128
H: -3.177 2.018 0.624
H: -1.993 1.682 -1.779
H: -0.057 -0.194 -3.065
H: 2.244 -0.697 -2.252
H: 0.785 1.382 0.262
H: 3.151 0.655 1.613

=====

Molecular formula: C8H10N2O3
Method: DFT, wB97M-V/def2-TZVPD

HOMO = -8.617 eV
SMILES string = [H]/N=c1\cc[nH]cc1C(=O)O.CC=O
Gap between HOMO and LUMO = 9.1 eV

Geometry (Å):
H: -3.008 -2.423 -1.294
N: -2.298 -1.794 -1.649
C: -1.912 -0.889 -0.818
C: -2.388 -0.733 0.543
C: -1.920 0.239 1.350
N: -0.985 1.128 0.914
C: -0.512 1.048 -0.350
C: -0.911 0.085 -1.219
C: -0.288 0.068 -2.584
O: 0.564 0.871 -2.889
O: -0.714 -0.868 -3.405
H: -3.135 -1.425 0.903
H: -2.261 0.363 2.366
H: -0.601 1.820 1.542
H: 0.236 1.768 -0.649
H: -1.419 -1.430 -2.938
C: 3.001 -0.296 1.248
C: 3.161 1.112 1.718
O: 2.249 1.864 1.937
H: 3.548 -0.437 0.318
H: 1.951 -0.535 1.097
H: 3.430 -0.967 1.990
H: 4.211 1.428 1.869

=====

Molecular formula: C8H10N2O3
Method: DFT, wB97M-V/def2-TZVPD

HOMO = -8.186 eV
SMILES string = CC1=C([N+](=O)[O-])C=C[C@H](/C=C/N)O1
Gap between HOMO and LUMO = 7.7 eV

Geometry (Å):
C: -1.072 -1.617 -1.667
C: -0.585 -1.089 -0.360
C: -1.225 -0.253 0.440
N: -2.372 0.494 0.101
O: -2.610 0.748 -1.112
O: -3.034 0.964 0.995
C: -0.873 -0.246 1.800
C: 0.408 -0.535 2.163
C: 1.382 -0.861 0.919
C: 1.919 0.461 0.293
C: 1.130 1.232 -0.487
N: 1.632 2.321 -1.184
O: 0.740 -1.556 -0.073
H: -1.076 -2.795 -1.864
H: -0.291 -1.298 -2.477
H: -2.081 -1.408 -1.814
H: -1.640 -0.119 2.615
H: 0.831 -0.552 3.178
H: 2.309 -1.449 1.243
H: 3.024 0.380 0.228
H: 0.025 1.429 -0.468
H: 2.551 2.741 -1.072
H: 0.909 3.007 -1.398

=====

Molecular formula: C8H10N2PbS
Method: DFT, wB97M-V/def2-TZVPD

HOMO (alpha / beta) = 1.067 / 0.098 eV
Net charge = -2
Gap between HOMO and LUMO (alpha / beta) = 4.1 / 5.0 eV

Geometry (Å):
C: 2.120 0.470 0.612
C: 2.198 0.777 -0.785
C: 2.199 -0.449 -1.507
C: 2.105 -1.519 -0.570
C: 2.060 -0.960 0.735
Pb: -0.893 0.246 0.601
N: -0.088 -2.224 2.340
C: -1.859 2.113 0.421
C: -1.263 2.359 -0.838
H: 2.291 -0.551 -2.582
H: 2.297 1.773 -1.208
H: 2.120 -2.583 -0.803
H: 1.972 -1.515 1.669
H: 2.171 1.184 1.432
H: -0.358 2.955 -0.942
H: -2.907 1.751 0.482
H: -0.721 -2.722 3.022
H: -1.866 2.233 -1.740
H: -1.591 2.687 1.325
S: -3.872 -3.339 -0.813
C: -3.276 -1.897 -0.521
N: -2.840 -0.789 -0.330

=====

Molecular formula: C8H10N2RuS
Method: DFT, wB97M-V/def2-TZVPD

⟨S²⟩ = 8.783
HOMO (alpha / beta) = -1.834 / -4.161 eV
2S+1 = 6
Net charge = -1
Gap between HOMO and LUMO (alpha / beta) = 5.4 / 7.1 eV

Geometry (Å):
C: -0.561 0.766 -1.919
C: 0.842 0.849 -1.625
C: 1.025 1.679 -0.470
C: -0.255 2.126 -0.045
C: -1.245 1.582 -0.925
Ru: -0.418 -0.446 -0.079
N: -2.045 0.093 0.761
C: 0.187 -2.211 -0.645
C: 1.479 -1.689 -0.908
H: 1.982 1.909 -0.012
H: 1.629 0.385 -2.211
H: -0.459 2.757 0.818
H: -2.293 1.836 -0.975
H: -1.018 0.294 -2.786
H: 1.782 -1.551 -1.947
H: 0.034 -2.784 0.277
H: -2.552 -0.796 0.457
H: 2.287 -1.869 -0.208
H: -0.520 -2.419 -1.461
S: 1.030 -0.289 1.866
C: -0.047 -0.136 3.121
N: -0.864 -0.087 3.977

=====

These records have E values of -13464.2668 -15528.9197 -17580.9936 -17574.4708 -27514.0318 -24849.8362 eV, in the order they appear.
These records have relative energy (zero: lowest compared OMol25 entry of this formula, charge and spin) values of 35.79 117.35 13.17 163.59 27.35 13.92 kcal per mole, in the order they appear.